Record 1
# C4H10BrO2P

An isolated molecule of C4H10BrO2P (ωB97M-V/def2-TZVPD, the OMol25 dataset).

As for the charge: 0. The calculation puts the energy above the lowest of the compared OMol25 structures with the same formula, charge and spin at 0.776 eV. Its multiplicity is 1. As for the LUMO energy: 0.6 eV. The SMILES is CCO[P@](=O)(Br)CC.

CARTESIAN COORDINATES (ANGSTROEM)
Br 1.09 -2.09 -0.61
P 0.42 -0.15 -0.25
O -0.62 -0.38 0.92
O -0.28 0.69 -1.59
C -2.95 -0.75 0.42
C 2.05 0.56 0.22
C 2.88 0.55 -1.05
C -1.91 0.16 1.14
H 3.77 1.11 -1.10
H 2.13 0.85 -1.81
H 2.36 -0.13 1.01
H -4.01 -0.22 0.52
H 3.31 -0.43 -1.30
H 1.75 1.50 0.50
H -2.56 -0.78 -0.53
H -2.17 0.18 2.14
H -3.14 -1.77 0.80
H -2.13 1.09 0.57

Record 2
# C4H10ClN

An isolated molecule of C4H10ClN (ωB97M-V/def2-TZVPD, the OMol25 dataset).

As for the charge: 0. The calculation puts the energy above the lowest of the compared OMol25 structures with the same formula, charge and spin at 0.033 eV. Its multiplicity is 1. As for the LUMO energy: 0.9 eV. The SMILES is CC(C)(Cl)CN.

CARTESIAN COORDINATES (ANGSTROEM)
Cl 1.83 -0.56 0.88
N 0.87 0.69 -1.80
C -0.79 -1.20 1.09
C 0.11 -0.18 0.38
C 0.03 -0.29 -1.15
C -0.17 1.28 0.87
H 0.49 2.04 0.39
H 0.00 1.30 1.99
H 0.26 -1.36 -1.32
H -1.86 -1.00 0.87
H 0.67 0.75 -2.80
H 1.85 0.55 -1.60
H -0.48 -2.22 0.77
H -0.56 -1.15 2.18
H -1.05 -0.14 -1.40
H -1.20 1.50 0.66

Record 3
# C4H10ClN4

A 2-piece molecular cluster, C4H10ClN4 overall (ωB97M-V/def2-TZVPD, the OMol25 dataset).

As for the charge: +1. The calculation puts the energy above the lowest of the compared OMol25 structures with the same formula, charge and spin at 3.220 eV. Its multiplicity is 1. As for the LUMO energy (spin up / spin down): -4.8 / -4.8 eV.

CARTESIAN COORDINATES (ANGSTROEM)
Cl -3.64 -0.72 -0.42
N -1.26 -0.57 0.80
N 1.33 -2.06 -1.01
N -0.55 -0.03 -0.18
N 1.29 -0.83 -0.63
C 1.84 -0.87 0.72
C -1.75 2.05 -0.42
C -2.46 -0.97 0.81
C -0.57 1.14 -0.68
H -1.37 2.97 -0.02
H 1.32 -2.18 -2.02
H 1.66 -2.81 -0.32
H 1.74 0.21 1.04
H 1.37 -1.45 1.51
H -2.65 1.71 0.19
H 0.24 1.28 -1.35
H 2.94 -1.14 0.55
H -2.23 2.47 -1.30
H -2.62 -1.50 1.75

Record 4
# C4H10ClNO2

An isolated molecule of C4H10ClNO2 (ωB97M-V/def2-TZVPD, the OMol25 dataset).

As for the charge: 0. The calculation puts the energy above the lowest of the compared OMol25 structures with the same formula, charge and spin at 1.173 eV. Its multiplicity is 1. As for the LUMO energy: 0.4 eV. The SMILES is NC[C@@H](Cl)[C@@H](O)CO.

CARTESIAN COORDINATES (ANGSTROEM)
Cl 1.93 -1.86 0.01
O -2.06 -1.22 -0.99
O 0.02 0.21 1.83
N 0.97 2.01 -0.58
C -1.58 -0.24 0.00
C 0.77 -0.48 -0.35
C -0.27 -0.58 0.67
C 1.77 0.77 -0.45
H 0.13 1.94 -1.25
H 0.53 -0.62 -1.45
H 2.31 0.42 -1.34
H -0.82 0.09 2.48
H -2.22 -2.11 -0.59
H -2.39 -0.19 0.69
H -0.44 -1.69 0.96
H 2.29 0.75 0.52
H -1.41 0.64 -0.49
H 0.46 2.17 0.33

Record 5
# C4H10F2N

A 2-piece molecular cluster, C4H10F2N overall (ωB97M-V/def2-TZVPD, the OMol25 dataset).

As for the charge: +1. The calculation puts the energy above the lowest of the compared OMol25 structures with the same formula, charge and spin at 1.873 eV. Its multiplicity is 1. As for the LUMO energy: -4.8 eV.

CARTESIAN COORDINATES (ANGSTROEM)
F 1.34 1.25 -1.79
F -0.54 2.23 -0.29
N -0.02 0.02 0.01
C 0.51 -1.25 -0.63
C -1.39 -0.32 0.67
C -0.34 1.12 -0.89
C 0.97 0.49 1.00
H -1.28 -1.38 1.04
H -1.76 0.39 1.45
H 1.55 -1.13 -1.06
H 0.67 1.49 1.38
H -0.16 -1.56 -1.43
H -2.18 -0.61 -0.10
H 2.02 0.68 0.59
H 1.12 -0.16 1.74
H 0.45 -2.14 0.01
H -0.96 0.85 -1.69

Record 6
# C4H10F2NO4

C4H10F2NO4 as an isolated structure (ωB97M-V/def2-TZVPD, the OMol25 dataset).

As for the charge: +1. The calculation puts the energy above the lowest of the compared OMol25 structures with the same formula, charge and spin at 0.000 eV. Its multiplicity is 3. As for the LUMO energy (spin up / spin down): -3.0 / -8.0 eV.

CARTESIAN COORDINATES (ANGSTROEM)
F -0.21 -0.63 1.12
F 1.48 -0.27 -0.13
O -1.10 -0.09 -1.69
O 2.38 1.08 2.15
O -0.44 -2.56 -0.75
O -0.01 1.36 0.24
N 0.07 0.12 0.06
C -1.54 -2.74 -1.48
C 0.22 2.04 1.52
C -1.61 -0.99 -2.39
C 1.68 2.26 1.80
H 0.31 -2.58 -1.43
H 1.67 2.79 2.80
H -2.44 -2.55 -0.83
H 2.29 2.88 1.17
H -2.78 -1.05 -2.40
H -0.24 1.45 2.39
H 3.33 1.20 1.92
H -1.68 -3.32 -2.35
H -1.12 -1.49 -3.25
H -0.27 3.08 1.54

Record 7
# C4H10FLuN2O5PS

C4H10FLuN2O5PS as an isolated structure (ωB97M-V/def2-TZVPD, the OMol25 dataset).

As for the charge: +3. Its multiplicity is 1. As for the LUMO energy: -15.1 eV.

CARTESIAN COORDINATES (ANGSTROEM)
Lu -2.90 -0.10 1.98
S -2.09 0.90 -0.91
P -0.94 -1.77 0.31
F -3.15 -0.09 -1.36
O -2.77 1.94 -0.19
O -2.54 -2.20 0.42
O -0.38 -1.96 -1.12
O 1.60 0.26 2.25
O -1.07 1.12 -1.83
N -1.48 0.06 0.50
N 1.44 0.21 -0.10
C 1.04 0.38 1.20
C -0.47 0.88 1.31
C 1.90 1.48 -0.73
C 2.48 -0.86 -0.20
H 1.89 1.36 -1.81
H 2.29 -1.65 0.52
H 2.91 1.70 -0.39
H -0.55 1.93 1.04
H 3.47 -0.45 -0.04
H -0.90 -1.81 -1.93
H -0.73 0.80 2.40
H 1.23 2.30 -0.49
H -2.71 -3.16 0.37
H 2.43 -1.28 -1.20

Record 8
# C4H10FOP

A 2-piece molecular cluster, C4H10FOP overall (ωB97M-V/def2-TZVPD, the OMol25 dataset).

As for the charge: 0. The calculation puts the energy above the lowest of the compared OMol25 structures with the same formula, charge and spin at 3.640 eV. Its multiplicity is 1. As for the LUMO energy: 0.5 eV.

CARTESIAN COORDINATES (ANGSTROEM)
P -0.53 -0.49 -0.02
F 1.26 1.49 -0.17
O -0.74 -1.94 -0.13
C -1.56 0.47 -1.24
C 1.29 0.08 -0.12
C -1.13 0.07 1.63
C 2.21 -0.63 0.76
H -2.20 -0.07 1.47
H 2.35 -1.56 0.28
H -2.57 0.60 -0.94
H -0.97 -0.60 2.42
H -0.91 1.08 2.03
H 1.71 -0.17 -1.79
H 3.16 -0.19 1.02
H 1.61 -0.79 1.64
H -1.49 -0.20 -2.21
H -1.09 1.45 -1.55

Record 9
# C4H10FPS

C4H10FPS as an isolated structure (ωB97M-V/def2-TZVPD, the OMol25 dataset).

As for the charge: 0. The calculation puts the energy above the lowest of the compared OMol25 structures with the same formula, charge and spin at 4.842 eV. Its multiplicity is 1. As for the LUMO energy: 0.8 eV.

CARTESIAN COORDINATES (ANGSTROEM)
S 1.96 -1.04 -0.34
P -0.56 -0.03 -0.44
F -2.61 -1.96 -0.69
C -2.45 -0.83 0.07
C 1.39 0.64 -0.70
C 1.83 1.65 0.34
C 0.29 -1.43 0.29
H -0.53 0.10 -1.78
H 1.15 1.53 1.15
H 1.63 2.75 0.06
H -2.37 -1.08 1.11
H 1.63 0.90 -1.72
H -1.02 1.22 0.32
H 2.88 1.64 0.61
H 0.23 -1.19 1.39
H 0.03 -2.49 0.23
H -3.48 -0.35 0.11

Record 10
# C4H10I2N

C4H10I2N as an isolated structure (ωB97M-V/def2-TZVPD, the OMol25 dataset).

As for the charge: +1. The calculation puts the energy above the lowest of the compared OMol25 structures with the same formula, charge and spin at 2.851 eV. Its multiplicity is 1. As for the LUMO energy (spin up / spin down): -4.2 / -4.2 eV.

CARTESIAN COORDINATES (ANGSTROEM)
I -2.86 -2.73 -0.12
I -2.89 0.90 0.26
N 0.34 -0.50 -0.01
C -2.56 -0.83 -0.90
C 1.61 1.02 1.57
C -0.29 -0.51 -1.29
C 1.36 0.76 0.10
H 0.51 -1.45 0.36
H 2.26 0.45 -0.30
H -0.18 -1.42 -2.03
H 0.98 1.57 -0.56
H -2.52 -0.81 -1.91
H -0.52 -0.19 0.61
H -0.16 0.42 -1.77
H 1.88 2.08 1.73
H 0.70 0.90 2.18
H 2.34 0.34 2.07

Record 11
# C4H10N2

An isolated molecule of C4H10N2 (ωB97M-V/def2-TZVPD, the OMol25 dataset).

As for the charge: 0. The calculation puts the energy above the lowest of the compared OMol25 structures with the same formula, charge and spin at 1.859 eV. Its multiplicity is 1. As for the LUMO energy: 1.3 eV. The SMILES is [H]/N=C/NCCC.

CARTESIAN COORDINATES (ANGSTROEM)
N -2.20 0.02 1.31
N -0.40 -1.07 0.86
C 0.49 -1.00 -0.29
C -1.76 -0.97 0.71
C 0.55 0.47 -0.99
C 1.50 1.49 -0.36
H -0.49 0.82 -1.01
H 2.03 1.15 0.50
H 0.89 2.22 0.06
H -0.09 -0.50 1.70
H -2.25 -1.88 0.24
H 1.49 -1.34 -0.03
H 0.93 0.15 -2.01
H 2.27 1.92 -1.05
H -3.10 0.32 1.39
H 0.14 -1.80 -1.02

Record 12
# C4H10N2

A 2-piece molecular cluster, C4H10N2 overall (ωB97M-V/def2-TZVPD, the OMol25 dataset).

As for the charge: 0. The calculation puts the energy above the lowest of the compared OMol25 structures with the same formula, charge and spin at 3.320 eV. Its multiplicity is 1. As for the LUMO energy: 0.7 eV. The SMILES is C=NC.C=NC.

CARTESIAN COORDINATES (ANGSTROEM)
N -1.63 1.58 2.27
N 1.92 -0.28 -3.13
C 2.81 -0.63 -2.28
C 0.58 -0.83 -2.84
C -2.21 0.81 1.44
C -0.96 0.88 3.41
H -0.19 -0.29 -3.38
H 0.49 -1.87 -3.16
H 3.59 0.10 -2.09
H -2.92 1.14 0.68
H -0.91 1.66 4.15
H 0.04 0.44 3.24
H -1.60 0.01 3.59
H 0.28 -0.88 -1.77
H 2.78 -1.60 -1.79
H -2.06 -0.24 1.65

Record 13
# C4H10N2

An isolated molecule of C4H10N2 (ωB97M-V/def2-TZVPD, the OMol25 dataset).

As for the charge: 0. The calculation puts the energy above the lowest of the compared OMol25 structures with the same formula, charge and spin at 1.468 eV. Its multiplicity is 1. As for the LUMO energy: 1.2 eV. The SMILES is C[C@H](N)[C@H]1CN1.

CARTESIAN COORDINATES (ANGSTROEM)
N 1.41 1.24 0.16
N -1.56 -0.83 -0.18
C 0.70 0.07 -0.28
C -1.77 0.64 -0.18
C 1.56 -1.18 -0.01
C -0.60 0.01 0.53
H -2.59 1.05 0.41
H -1.70 1.03 -1.21
H 2.40 -1.14 -0.68
H -0.62 0.00 1.61
H 1.01 -2.10 -0.24
H 2.31 1.42 -0.31
H 0.79 2.09 0.07
H 1.85 -1.18 1.04
H -2.17 -1.29 0.49
H 0.39 0.01 -1.36

Record 14
# C4H10N2

An isolated molecule of C4H10N2 (ωB97M-V/def2-TZVPD, the OMol25 dataset).

As for the charge: 0. The calculation puts the energy above the lowest of the compared OMol25 structures with the same formula, charge and spin at 1.395 eV. Its multiplicity is 1. As for the LUMO energy: 1.0 eV. The SMILES is C=C(N)CCN.

CARTESIAN COORDINATES (ANGSTROEM)
N 0.14 -1.76 0.86
N 0.01 1.28 -2.22
C -0.84 0.02 2.12
C 0.45 0.18 -1.36
C 0.66 0.51 0.14
C -0.04 -0.42 1.11
H -0.29 -2.43 1.46
H 1.24 -0.38 -1.88
H 1.73 0.38 0.35
H 0.36 1.53 0.37
H -0.92 1.10 2.18
H -1.64 -0.64 2.43
H -0.98 1.18 -2.34
H 0.24 2.17 -1.80
H 0.18 -2.09 -0.08
H -0.31 -0.62 -1.35